[1]
Density functional theory data (ωB97M-V with the def2-TZVPD basis set) for a structure of composition C50H55ClN7O5P2PbS at a distorted geometry.

* LUMO energy: -2.13 eV
* total energy: -120592.972 eV
* Kohn-Sham gap: 8.053 eV
* charge: +1
* energy above the lowest of the compared OMol25 structures with the same formula, charge and spin: 0.0 kcal/mol

CARTESIAN COORDINATES (ANGSTROEM)
Pb 0.4718 0.2621 0.2957
C 1.3298 -2.0737 2.5655
C 1.2958 -0.8691 3.5027
N 0.4286 0.1770 2.9526
C 0.7071 1.5022 3.4947
C 1.9599 2.0768 2.8647
C 2.7527 2.9955 3.5366
C 3.9095 3.4467 2.9214
C 4.2523 2.9518 1.6729
C 3.4007 2.0439 1.0573
C 3.7267 1.4910 -0.3198
N 3.0644 0.2285 -0.6499
C 3.7628 -0.9751 -0.1774
C 3.2970 -1.4315 1.2078
N 1.8504 -1.6941 1.2430
N 2.2697 1.6508 1.6404
H 0.3107 -2.4364 2.4231
H 1.9301 -2.8688 3.0227
H 2.3001 -0.4545 3.6060
H 0.9676 -1.1944 4.4954
H -0.5411 -0.0774 3.1004
H 0.8268 1.5019 4.5847
H -0.1296 2.1582 3.2493
H 2.4667 3.3417 4.5206
H 4.5591 4.1493 3.4262
H 5.1673 3.2616 1.1852
H 4.8179 1.4031 -0.4040
H 3.4069 2.2434 -1.0444
H 2.9761 0.1661 -1.6591
H 4.8465 -0.8094 -0.1380
H 3.5898 -1.7744 -0.8983
H 3.5223 -0.6468 1.9286
H 3.8646 -2.3271 1.4894
H 1.6399 -2.4497 0.5981
O -5.5985 0.2435 1.7836
C -5.2393 1.5010 1.6595
O -6.0221 2.4157 1.6919
C -3.7740 1.7752 1.4902
C -3.2329 3.0498 1.4755
Cl -3.9834 4.5604 1.6045
N -1.8952 2.9379 1.2730
N -1.5536 1.6453 1.1281
C -2.6596 0.9298 1.2720
C -2.5575 -0.5836 1.2497
O -3.5759 -1.2410 1.5096
O -1.4162 -1.0884 1.0142
C -0.8932 3.9487 1.3118
C -0.8516 4.8549 2.3648
C 0.1674 5.7927 2.4131
C 1.1468 5.8184 1.4298
C 1.1021 4.9055 0.3870
C 0.0818 3.9709 0.3245
H -4.8178 -0.3834 1.7464
H -1.6091 4.8216 3.1357
H 0.2008 6.5071 3.2247
H 1.9367 6.5566 1.4714
H 1.8559 4.9303 -0.3903
H 0.0220 3.2657 -0.4951
C 4.9811 1.2741 -4.0364
S 4.1095 -0.2598 -4.4625
C 2.4241 0.4139 -4.5620
C 1.4556 -0.6531 -5.0402
C -0.0060 -0.2712 -4.7726
N -0.3023 -0.0979 -3.3480
P -0.4951 -1.3730 -2.1823
C -2.1945 -2.0438 -2.3555
C -2.9764 -1.9383 -3.5017
C -4.2007 -2.5834 -3.5805
C -4.6595 -3.3405 -2.5119
C -3.8869 -3.4500 -1.3651
C -2.6548 -2.8178 -1.2926
C 0.3519 -2.8304 -2.9373
C 1.4795 -3.3297 -2.2929
C 2.1428 -4.4513 -2.7684
C 1.6814 -5.0876 -3.9083
C 0.5481 -4.6104 -4.5535
C -0.1242 -3.5038 -4.0621
P -0.5570 1.4130 -2.5335
C -2.2873 1.8995 -2.8974
C -3.0320 1.3718 -3.9455
C -4.3189 1.8281 -4.1927
C -4.8678 2.8255 -3.3985
C -4.1272 3.3628 -2.3560
C -2.8414 2.9081 -2.1142
C 0.2579 2.6879 -3.5961
C -0.2735 3.1563 -4.7973
C 0.4010 4.1169 -5.5363
C 1.6003 4.6425 -5.0764
C 2.1216 4.2100 -3.8664
C 1.4486 3.2440 -3.1351
H 6.0327 1.1297 -4.2695
H 4.8632 1.4923 -2.9757
H 4.5810 2.0895 -4.6362
H 2.4384 1.2770 -5.2302
H 2.1420 0.7476 -3.5632
H 1.6828 -1.5936 -4.5374
H 1.5839 -0.8132 -6.1127
H -0.6412 -1.0465 -5.2053
H -0.2231 0.6649 -5.2857
H -2.6390 -1.3544 -4.3461
H -4.7963 -2.4989 -4.4809
H -5.6142 -3.8458 -2.5762
H -4.2439 -4.0225 -0.5192
H -2.0558 -2.9036 -0.3966
H 1.8326 -2.8243 -1.4052
H 3.0162 -4.8291 -2.2524
H 2.1957 -5.9596 -4.2894
H 0.1786 -5.1077 -5.4408
H -1.0296 -3.1770 -4.5525
H -2.6080 0.6007 -4.5722
H -4.8943 1.4040 -5.0063
H -5.8718 3.1800 -3.5899
H -4.5563 4.1324 -1.7272
H -2.2578 3.3450 -1.3123
H -1.2269 2.7902 -5.1523
H -0.0185 4.4604 -6.4728
H 2.1198 5.3939 -5.6561
H 3.0501 4.6280 -3.4966
H 1.8425 2.9148 -2.1805
O -4.3011 0.1592 -1.0638
H -4.6574 -0.5886 -0.5682
H -4.7645 0.1702 -1.9083

Here are the Mulliken charges for atoms 1 to 99, given in e: 4.24 -0.87 -0.85 -0.29 -1.41 0.32 -1.11 -0.96 -1.03 0.00 -1.35 0.88 -0.99 -0.99 0.13 1.38 0.25 0.57 0.36 0.43 0.32 0.57 0.22 0.60 0.47 0.61 0.63 0.15 -0.67 0.49 0.39 0.38 0.52 0.06 -0.60 0.23 -0.61 0.84 -0.24 -0.10 0.35 1.15 -0.97 0.91 -0.94 -0.40 -1.14 -0.16 -0.98 -0.78 -0.81 1.37 0.37 0.57 0.43 0.46 0.45 -0.15 -0.38 -0.06 1.39 -1.12 -0.83 0.89 -0.72 2.09 -0.69 -0.78 -0.80 -0.71 -1.27 -0.06 0.72 -0.83 -0.65 -0.97 -0.23 -0.55 1.30 -0.41 -1.12 -0.96 -0.53 -0.65 0.80 -0.50 -0.84 -0.89 -0.71 0.91 0.44 -0.14 0.22 0.36 -1.52 0.09 0.49 0.68 0.66


[2]
Density functional theory data (ωB97M-V with the def2-TZVPD basis set) for a structure of composition C50H56BCsN15O3 at a distorted geometry.

* LUMO energy: 1.34 eV
* total energy: -82478.906 eV
* Kohn-Sham gap: 3.264 eV
* charge: -1
* energy above the lowest of the compared OMol25 structures with the same formula, charge and spin: 35.6 kcal/mol

CARTESIAN COORDINATES (ANGSTROEM)
Cs 0.4779 0.7114 -0.0417
C -0.5952 2.1445 -4.9078
C -0.2268 1.5376 -3.6906
N -0.1208 2.1979 -2.5662
C -0.3584 3.5325 -2.5565
C -0.7447 4.2365 -3.7269
C -0.8611 3.4830 -4.9174
C -0.9797 5.6289 -3.6787
C -0.8392 6.2865 -2.4836
C -0.4527 5.6134 -1.3188
C -0.1843 4.2433 -1.3086
N 0.1159 3.5380 -0.1958
C 0.9388 3.9376 0.7689
C 2.0239 4.8213 0.5791
C 2.9373 5.0998 1.5895
C 2.8121 4.5661 2.8561
C 1.7297 3.7064 3.1237
C 1.4799 3.1675 4.4084
C 0.4167 2.3363 4.6162
C -0.4181 2.0320 3.5248
N -0.2350 2.5209 2.3234
C 0.8021 3.3593 2.0982
H -0.6595 1.5478 -5.8087
H -0.0065 0.4741 -3.6473
H -1.1585 3.9879 -5.8307
H -1.2579 6.1590 -4.5821
H -1.0223 7.3546 -2.4361
H -0.3683 6.1530 -0.3832
H 2.1526 5.2607 -0.4016
H 3.7672 5.7651 1.3753
H 3.5120 4.8185 3.6446
H 2.1429 3.4433 5.2231
H 0.2069 1.9193 5.5929
H -1.2723 1.3736 3.6539
C -0.9560 -7.3447 3.4542
N -0.4454 -6.0413 3.8369
C 0.1755 -5.1099 3.0938
N 0.4461 -4.0542 3.8366
C -0.0438 -4.4064 5.0498
N -0.5917 -5.6015 5.1018
C -2.4655 -7.3321 3.4120
C -3.2197 -7.9866 4.3781
C -4.6057 -7.8937 4.3638
C -5.2460 -7.1303 3.4030
C -4.4921 -6.4833 2.4275
C -3.1056 -6.6008 2.4285
C -5.0773 -5.5936 1.4379
N -4.5333 -5.2219 0.3311
N -5.3281 -4.2447 -0.1985
C -6.3149 -4.0783 0.6153
O -6.2367 -4.9243 1.6748
C -7.2736 -2.9838 0.5677
C -8.3500 -2.8547 1.4394
C -9.0923 -1.6862 1.4312
C -8.7448 -0.6281 0.6018
C -7.6617 -0.7427 -0.2634
C -7.1782 0.4517 -1.0800
N -5.7608 0.7379 -0.9185
C -4.6757 0.1762 -1.4942
N -3.5796 0.5845 -0.8900
C -4.0533 1.4437 0.0474
N -5.3615 1.5514 0.0807
C -6.9675 -1.9388 -0.3019
H -0.6050 -8.0685 4.1881
H -0.5383 -7.5864 2.4770
H 0.4151 -5.2374 2.0474
H 0.0088 -3.7670 5.9164
H -2.7203 -8.5387 5.1646
H -5.1864 -8.4080 5.1185
H -6.3247 -7.0392 3.3981
H -2.5399 -6.0683 1.6707
H -8.5880 -3.6585 2.1240
H -9.9302 -1.5795 2.1078
H -9.2997 0.3009 0.6526
H -7.6971 1.3507 -0.7567
H -7.3717 0.2913 -2.1415
H -4.7237 -0.5088 -2.3267
H -3.4077 1.9914 0.7159
H -6.1166 -2.0752 -0.9516
N -1.2378 -2.9382 -0.9858
C -0.5462 -3.4329 -2.1823
C 0.4408 -4.5491 -1.8349
C 1.6717 -4.0705 -1.0730
N 1.3238 -3.5929 0.2734
H -1.8189 -3.6641 -0.5865
H -1.8520 -2.1668 -1.2225
H 0.0132 -2.6021 -2.6217
H -1.2475 -3.8071 -2.9430
H 0.7781 -5.0019 -2.7714
H -0.0756 -5.3263 -1.2559
H 2.1651 -3.2914 -1.6663
H 2.3707 -4.9079 -0.9689
H 0.5125 -2.9881 0.1643
H 2.0797 -3.0012 0.6074
C 3.6195 0.2816 4.9772
N 4.1132 0.4653 3.6247
C 5.0364 1.5573 3.3687
C 3.5720 -0.1965 2.6161
N 3.1283 -0.8015 1.7343
H 3.1072 1.1802 5.3296
H 4.4546 0.0607 5.6474
H 2.9138 -0.5442 4.9946
H 4.5836 2.5190 3.6254
H 5.2972 1.5717 2.3128
H 5.9472 1.4179 3.9562
C 5.8564 -0.6139 -3.9424
C 5.3696 -0.5431 -2.4947
C 6.4525 -1.1113 -1.5849
O 4.2004 -1.3860 -2.3954
B 3.0388 -0.6098 -2.2240
O 3.4227 0.7348 -2.1222
C 4.8520 0.8789 -2.0779
C 5.2565 2.0108 -3.0139
C 5.2213 1.2696 -0.6450
H 6.0984 -1.6521 -4.1755
H 6.7507 -0.0043 -4.1010
H 5.0714 -0.2918 -4.6255
H 6.7462 -2.0944 -1.9567
H 6.0822 -1.2317 -0.5680
H 7.3363 -0.4660 -1.5750
H 4.8913 1.8345 -4.0239
H 6.3440 2.1297 -3.0423
H 4.8099 2.9384 -2.6523
H 4.8556 0.5144 0.0517
H 4.7276 2.2148 -0.4073
H 6.3013 1.3945 -0.5241

Here are the Mulliken charges for atoms 1 to 99, given in e: 0.99 -0.85 -0.62 0.60 -0.76 1.24 -0.65 -0.95 -0.70 -0.16 -0.43 -0.06 0.22 -0.35 -0.95 -0.80 1.18 -0.87 -0.62 -0.44 -0.24 -0.15 0.40 0.45 0.38 0.36 0.35 0.47 0.53 0.35 0.45 0.51 0.39 0.45 -1.27 0.89 0.07 -0.47 -0.20 -0.99 0.78 -0.64 -0.62 -0.85 0.52 -0.36 0.28 -0.45 -0.39 0.45 -0.36 0.07 -0.74 -0.68 -0.66 0.93 -1.20 0.86 -0.12 -0.28 -0.44 -0.95 -0.15 0.39 0.34 0.35 0.42 0.37 0.38 0.46 0.75 0.47 0.37 0.38 0.37 0.30 0.46 0.54 0.62 -0.30 -0.25 -0.77 -0.12 -0.36 0.03 0.08 0.11 0.36 0.40 0.23 -0.16 0.31 0.26 0.18 -0.87 0.05 -0.41 0.47 -0.43